(i)
Below is a 4-piece molecular cluster, C4H14O3 overall, with properties calculated with ωB97M-V/def2-TZVPD.

Calculated values
SMILES = C/C=C/C.O.O.O
LUMO = 0.0168 Ha
HOMO = -0.3219 hartree

Geometry as XYZ:
```
21
Properties=species:S:1:pos:R:3:mulliken_charge:R:1
C -2.371 -1.086 -1.764 -0.883
C -1.749 0.165 -2.295 -0.080
C -0.463 0.482 -2.147 -0.282
C 0.138 1.881 -2.213 -0.898
H -3.324 -0.871 -1.275 0.295
H -2.483 -1.868 -2.526 0.267
H -1.691 -1.456 -0.974 0.191
H -2.433 0.967 -2.538 0.312
H 0.340 -0.222 -1.936 0.351
H 0.793 1.901 -1.349 0.128
H -0.517 2.740 -2.129 0.338
H 0.825 1.994 -3.050 0.281
O 0.843 -0.870 1.354 -0.638
H 0.692 -1.214 2.231 0.328
H -0.061 -0.634 1.092 0.316
O 0.374 -1.620 4.767 -0.670
H 1.321 -1.568 4.976 0.329
H 0.194 -2.562 4.558 0.333
O 2.287 1.396 0.392 -0.617
H 2.763 2.185 0.732 0.287
H 2.396 0.731 1.067 0.312
```

(ii)
Below is a 3-piece molecular cluster, C4H14O3 overall, with properties calculated with ωB97M-V/def2-TZVPD.

Calculated values
SMILES = CC[C@H](C)O.O.O
LUMO = 0.0193 Ha
HOMO = -0.3995 hartree

Geometry as XYZ:
```
21
Properties=species:S:1:pos:R:3:mulliken_charge:R:1
C 0.392 -2.272 -0.517 -1.210
C 0.855 -1.087 0.360 -0.447
C 1.512 0.029 -0.434 0.285
C 1.962 1.162 0.482 -1.283
O 0.605 0.504 -1.422 -0.567
H 1.112 -3.037 -0.776 0.339
H -0.044 -1.874 -1.440 0.306
H -0.496 -2.692 -0.039 0.328
H -0.039 -0.676 0.828 0.243
H 1.544 -1.460 1.113 0.383
H 2.415 -0.401 -0.895 0.274
H 2.454 1.919 -0.139 0.361
H 1.225 1.574 1.163 0.302
H 2.814 0.756 1.046 0.384
H 1.087 0.991 -2.096 0.298
O -1.910 1.180 -0.248 -0.608
H -1.067 1.156 -0.721 0.306
H -2.532 0.793 -0.860 0.304
O -4.190 1.176 1.861 -0.628
H -4.436 1.348 0.975 0.296
H -3.263 0.913 1.759 0.335
```

If we sort the structures by their calculated energies, the order from most to least stable is (ii), (i).

(i)
Below is a 4-piece molecular cluster, C4H14O3 overall, with properties calculated with ωB97M-V/def2-TZVPD.

Calculated values
SMILES = C/C=C/C.O.O.O
LUMO = 0.0217 Ha
HOMO = -0.3407 hartree

Geometry as XYZ:
```
21
Properties=species:S:1:pos:R:3:mulliken_charge:R:1
C 0.469 -2.203 -1.601 -1.096
C 0.323 -1.828 -0.082 -0.063
C 1.213 -1.713 0.905 -0.133
C 1.259 -1.491 2.434 -1.101
H 0.448 -3.244 -1.773 0.379
H 1.303 -1.731 -2.130 0.319
H -0.406 -1.887 -2.146 0.265
H -0.722 -1.332 0.099 0.277
H 2.219 -1.725 0.449 0.284
H 0.338 -1.220 2.911 0.358
H 2.082 -0.745 2.831 0.239
H 1.401 -2.402 3.111 0.298
O 0.708 1.909 -0.588 -0.721
H 0.314 2.812 -0.249 0.385
H 1.166 1.559 0.186 0.327
O -1.594 0.856 -1.042 -0.785
H -1.560 0.489 -1.990 0.347
H -0.542 0.952 -0.957 0.397
O -1.830 3.035 0.390 -0.717
H -2.019 3.436 -0.455 0.314
H -1.875 2.047 0.098 0.428
```

(ii)
Below is a 4-piece molecular cluster, C4H14O3 overall, with properties calculated with ωB97M-V/def2-TZVPD.

Calculated values
SMILES = C=CCC.O.O.O
LUMO = 0.0037 Ha
HOMO = -0.3553 hartree

Geometry as XYZ:
```
21
Properties=species:S:1:pos:R:3:mulliken_charge:R:1
C 3.476 2.253 0.635 -0.806
C 3.284 1.023 1.082 -0.240
C 3.145 -0.177 0.158 -0.165
C 2.334 -1.286 0.878 -1.221
H 3.223 3.161 1.174 0.273
H 3.648 2.441 -0.420 0.266
H 3.241 0.814 2.148 0.328
H 2.500 0.131 -0.657 0.297
H 4.137 -0.554 -0.060 0.271
H 1.816 -1.934 0.175 0.342
H 3.003 -1.953 1.444 0.302
H 1.774 -0.874 1.721 0.357
O -5.573 1.030 -2.196 -0.621
H -4.641 0.769 -2.116 0.305
H -5.935 0.137 -2.100 0.307
O -1.194 -3.560 0.373 -0.627
H -1.401 -3.920 1.241 0.323
H -1.298 -2.610 0.490 0.301
O -3.009 1.298 -0.621 -0.603
H -2.612 2.139 -0.364 0.307
H -2.655 0.676 0.022 0.305
```

If we sort the structures by their calculated energies, the order from most to least stable is (ii), (i).

(i)
Below is one molecule with the formula C4H7I, with properties calculated with ωB97M-V/def2-TZVPD.

Calculated values
SMILES = CC1(I)CC1
LUMO = 0.0143 Ha
HOMO = -0.3388 hartree

Geometry as XYZ:
```
12
Properties=species:S:1:pos:R:3:mulliken_charge:R:1
C -0.058 -1.462 -0.042 -1.272
C 0.419 -0.085 0.063 0.544
I 2.613 -0.043 0.002 -0.006
C -0.184 1.051 -0.757 -0.678
C -0.396 0.959 0.785 -0.484
H 0.682 -2.253 -0.034 0.443
H -0.637 -1.593 -1.025 0.247
H -0.632 -1.582 0.796 0.338
H -1.041 0.906 -1.450 0.223
H 0.563 1.875 -1.279 0.196
H 0.113 1.578 1.554 0.245
H -1.444 0.650 1.388 0.204
```

(ii)
Below is one molecule with the formula C4H7I, with properties calculated with ωB97M-V/def2-TZVPD.

Calculated values
SMILES = C=C(C)CI
LUMO = 0.0121 Ha
HOMO = -0.3292 hartree

Geometry as XYZ:
```
12
Properties=species:S:1:pos:R:3:mulliken_charge:R:1
C -0.370 1.316 0.938 -0.901
C 0.045 0.157 0.253 0.756
C -1.117 -0.702 -0.263 -1.335
C 1.412 -0.482 -0.379 -0.843
I 2.714 1.044 -1.251 0.015
H 0.275 2.155 1.182 0.288
H -1.376 1.343 1.240 0.279
H -1.692 -0.822 0.690 0.310
H -0.968 -1.658 -0.752 0.363
H -1.973 -0.189 -0.700 0.352
H 1.972 -1.106 0.327 0.371
H 1.079 -1.057 -1.285 0.346
```

If we sort the structures by their calculated energies, the order from most to least stable is (ii), (i).

(i)
Below is a 2-piece molecular cluster, C3H6NOP overall, with properties calculated with ωB97M-V/def2-TZVPD.

Calculated values
LUMO (spin up / spin down) = -0.0938 / -0.0881 Ha
HOMO (spin up / spin down) = -0.2339 / -0.2364 hartree

Geometry as XYZ:
```
12
Properties=species:S:1:pos:R:3:mulliken_charge:R:1
C -0.014 -1.305 0.806 -0.313
C 0.498 -0.018 0.405 0.090
C 1.435 0.273 -0.727 -1.257
N -0.864 -0.471 -0.007 -0.444
O -4.456 0.954 0.438 -0.259
P -4.527 -0.466 0.240 0.492
H 0.519 -2.098 0.229 0.177
H -0.300 -1.572 1.816 0.268
H 0.428 0.846 1.148 0.268
H 2.305 0.386 -0.238 0.396
H 1.199 1.116 -1.356 0.291
H 1.547 -0.660 -1.265 0.292
```

(ii)
Below is a 2-piece molecular cluster, C3H6NOP overall, with properties calculated with ωB97M-V/def2-TZVPD.

Calculated values
LUMO (spin up / spin down) = 0.0153 / 0.0274 Ha
HOMO (spin up / spin down) = -0.2705 / -0.2740 hartree

Geometry as XYZ:
```
12
Properties=species:S:1:pos:R:3:mulliken_charge:R:1
C 1.052 -0.999 2.756 0.083
C -1.073 1.340 -0.951 -0.408
C 0.381 -0.378 -0.582 -0.168
N 1.619 0.004 2.851 -0.381
O -0.834 0.132 -0.777 -0.148
P 0.335 -2.096 0.049 -0.261
H 0.804 -1.998 2.498 0.296
H -2.009 1.603 -1.231 0.330
H -0.299 1.999 -0.732 0.214
H 1.270 0.336 -0.458 0.299
H 1.000 -2.523 -1.144 0.068
H -1.090 -2.278 -0.424 0.076
```

If we sort the structures by their calculated energies, the order from most to least stable is (ii), (i).

(i)
Below is a 2-piece molecular cluster, C3H6NOP overall, with properties calculated with ωB97M-V/def2-TZVPD.

Calculated values
LUMO = 0.0357 Ha
HOMO = -0.2863 hartree

Geometry as XYZ:
```
12
Properties=species:S:1:pos:R:3:mulliken_charge:R:1
C -0.448 0.182 2.329 0.041
C 0.876 0.987 -0.606 -0.310
C 0.622 -0.180 0.400 -0.318
N -0.267 0.066 -0.674 -0.139
O 0.092 -0.152 3.300 -0.363
P -0.317 -0.988 -2.023 -0.132
H -1.474 0.555 2.292 0.319
H 0.850 1.965 -0.307 0.265
H 1.723 0.741 -1.440 0.210
H 1.066 -1.160 0.698 0.290
H -1.404 -0.269 -2.619 0.070
H -1.319 -1.745 -1.351 0.067
```

(ii)
Below is one molecule with the formula C3H6NOP, with properties calculated with ωB97M-V/def2-TZVPD.

Calculated values
SMILES = P[C@@H]1N=CCO1
LUMO = 0.0307 Ha
HOMO = -0.3365 hartree

Geometry as XYZ:
```
12
Properties=species:S:1:pos:R:3:mulliken_charge:R:1
P -2.179 0.224 -0.309 -0.114
C -0.490 0.437 0.637 0.023
N 0.281 1.438 -0.035 -0.462
C 1.272 0.866 -0.523 -0.067
C 1.213 -0.609 -0.283 -0.239
O 0.263 -0.683 0.739 -0.345
H -2.689 -0.470 0.934 0.054
H -1.961 -1.111 -0.581 0.038
H -0.667 0.758 1.730 0.298
H 2.023 1.475 -1.080 0.354
H 0.915 -1.103 -1.287 0.177
H 2.019 -1.223 0.058 0.281
```

(iii)
Below is one molecule with the formula C3H6NOP, with properties calculated with ωB97M-V/def2-TZVPD.

Calculated values
SMILES = [H]/N=C(\P)C(C)=O
LUMO (spin up / spin down) = -0.0515 / -0.0346 Ha
HOMO (spin up / spin down) = -0.3638 / -0.3282 hartree

Geometry as XYZ:
```
12
Properties=species:S:1:pos:R:3:mulliken_charge:R:1
H -1.371 1.539 -1.139 0.250
N -0.690 0.836 -1.448 -0.422
C -0.549 0.193 0.207 0.113
P -1.701 0.830 1.438 -0.012
C 0.504 -0.717 0.601 0.685
C 1.591 -1.083 -0.390 -1.138
O 0.467 -1.098 1.746 -0.542
H -0.690 1.191 2.271 0.060
H -2.202 2.049 0.808 0.022
H 2.311 -1.771 -0.106 0.383
H 1.062 -1.719 -1.179 0.276
H 2.085 -0.289 -0.861 0.327
```

If we sort the structures by their calculated energies, the order from most to least stable is (ii), (iii), (i).

(i)
Below is a 4-piece molecular cluster, C7H23NO3 overall, with properties calculated with ωB97M-V/def2-TZVPD.

Calculated values
SMILES = CCCCNCCC.O.O.O
LUMO = 0.0226 Ha
HOMO = -0.3295 hartree

Geometry as XYZ:
```
34
Properties=species:S:1:pos:R:3:mulliken_charge:R:1
C -2.186 -0.791 1.616 -1.392
C -2.090 0.503 0.825 0.220
C -1.128 1.540 1.419 -0.841
C 0.168 0.987 1.965 -0.712
N 0.994 0.494 0.835 0.066
C 1.681 -0.756 1.056 -0.476
C 2.356 -1.241 -0.237 -0.409
C 1.381 -1.963 -1.135 -0.900
H -2.026 -0.606 2.677 0.409
H -3.125 -1.312 1.454 0.387
H -1.352 -1.451 1.373 0.269
H -1.827 0.297 -0.215 -0.151
H -3.055 0.978 0.676 0.399
H -0.916 2.340 0.703 0.281
H -1.675 1.999 2.241 0.384
H 0.793 1.706 2.489 0.374
H 0.033 0.178 2.687 0.303
H 0.465 0.517 -0.024 -0.096
H 2.440 -0.640 1.821 0.421
H 0.985 -1.533 1.409 0.255
H 2.649 -0.328 -0.740 0.093
H 3.232 -1.843 -0.006 0.364
H 0.981 -2.861 -0.674 0.327
H 0.483 -1.397 -1.395 0.046
H 1.790 -2.243 -2.113 0.400
O 1.955 2.239 -1.421 -0.740
H 1.590 3.107 -1.207 0.320
H 2.100 1.797 -0.572 0.386
O -2.139 -2.196 -1.655 -0.670
H -2.718 -2.164 -0.888 0.321
H -1.667 -1.356 -1.649 0.331
O -0.627 1.068 -2.040 -0.554
H -0.643 1.301 -2.973 0.284
H 0.247 1.350 -1.721 0.301
```

(ii)
Below is a 4-piece molecular cluster, C7H23NO3 overall, with properties calculated with ωB97M-V/def2-TZVPD.

Calculated values
SMILES = CCCNCC(C)C.O.O.O
LUMO = 0.0168 Ha
HOMO = -0.3152 hartree

Geometry as XYZ:
```
34
Properties=species:S:1:pos:R:3:mulliken_charge:R:1
C -2.415 -1.819 0.933 -1.255
C -1.692 -1.564 2.262 -0.386
C -0.310 -0.884 2.006 -0.491
N 0.038 -0.458 0.610 0.137
C 0.913 0.781 0.586 -0.644
C 0.337 2.139 0.126 0.573
C 0.549 2.422 -1.379 -1.205
C -1.180 2.284 0.415 -1.209
H -3.367 -2.341 1.035 0.458
H -1.798 -2.369 0.228 0.330
H -2.757 -0.875 0.479 0.243
H -2.402 -1.089 2.961 0.311
H -1.626 -2.623 2.599 0.287
H -0.039 -0.093 2.690 0.321
H 0.527 -1.603 2.197 0.276
H -0.821 -0.211 0.151 -0.242
H 1.633 0.474 -0.183 -0.085
H 1.278 0.900 1.603 0.535
H 0.892 2.793 0.796 0.330
H 1.038 3.380 -1.559 0.358
H -0.246 2.195 -2.066 0.287
H 1.404 1.787 -1.711 0.292
H -1.628 1.424 -0.080 0.175
H -1.303 2.294 1.511 0.299
H -1.611 3.135 -0.112 0.431
O 3.434 0.297 -2.280 -0.653
H 3.490 -0.364 -1.574 0.297
H 3.137 -0.275 -2.994 0.310
O -2.431 -0.759 -1.805 -0.606
H -1.707 -0.360 -2.305 0.299
H -3.139 -0.152 -2.056 0.302
O 2.434 -1.969 -0.397 -0.641
H 2.054 -1.912 0.481 0.261
H 1.876 -2.482 -0.986 0.305
```

If we sort the structures by their calculated energies, the order from most to least stable is (i), (ii).